Version i
# C4H7FS

A single C4H7FS molecule (wB97M-V/def2-TZVPD, OMol25).

Computed properties:
structure (SMILES)	F[C@H]1C[C@H](S)C1
molecular weight	106.16	g/mol
highest occupied orbital energy	-9.20	eV

Structure (ORCA input):
```
! RIJCOSX wB97M-V def2-TZVPD def2/J DEFGRID3
* xyz 0 1
F 1.031 -1.711 -1.360
C 0.550 -0.514 -0.943
C -0.832 -0.568 -0.339
C -0.359 0.172 0.953
S -1.035 1.879 1.191
C 1.049 -0.027 0.350
H 0.605 0.163 -1.820
H -1.624 0.042 -0.907
H -1.242 -1.579 -0.157
H -0.658 -0.368 1.863
H -0.739 2.463 0.047
H 1.607 -0.819 0.866
H 1.647 0.866 0.256
*
```



Version ii
# C4H7FS

A single C4H7FS molecule (wB97M-V/def2-TZVPD, OMol25).

Computed properties:
structure (SMILES)	C[C@H](C=S)CF
molecular weight	106.16	g/mol
highest occupied orbital energy	-8.99	eV

Structure (ORCA input):
```
! RIJCOSX wB97M-V def2-TZVPD def2/J DEFGRID3
* xyz 0 1
C -0.756 -0.881 -0.896
C -0.005 0.259 -0.366
C 1.498 0.021 0.092
S 2.709 1.037 0.213
C -0.435 0.664 0.951
F -1.815 1.003 0.870
H -0.071 -1.489 -1.483
H -1.096 -1.399 -0.025
H -1.632 -0.553 -1.440
H -0.001 1.041 -1.075
H 1.745 -1.044 0.127
H 0.266 1.392 1.325
H -0.408 -0.051 1.708
*
```



Version iii
# C4H7FS

A single C4H7FS molecule (wB97M-V/def2-TZVPD, OMol25).

Computed properties:
structure (SMILES)	C/C=C(\F)CS
molecular weight	106.16	g/mol
highest occupied orbital energy	-9.20	eV

Structure (ORCA input):
```
! RIJCOSX wB97M-V def2-TZVPD def2/J DEFGRID3
* xyz 0 1
C -1.223 -0.419 1.720
C -0.590 0.325 0.580
C 0.497 -0.047 -0.056
F 1.231 -1.084 0.472
C 1.161 0.618 -1.224
S 1.248 -0.416 -2.639
H -1.247 0.226 2.655
H -2.286 -0.671 1.495
H -0.667 -1.359 1.945
H -1.078 1.279 0.303
H 2.231 0.821 -0.999
H 0.702 1.554 -1.445
H 0.020 -0.827 -2.808
*
```



Computed energies relative to the best structure, in eV: version i 0.348; version ii 0.977; version iii 0.000



Version i
# C17H15NO3

A single C17H15NO3 molecule (wB97M-V/def2-TZVPD, OMol25).

Computed properties:
structure (SMILES)	C=COc1ccc(N2C(=O)c3ccccc3O[C@@H]2C)cc1
molecular weight	281.31	g/mol
highest occupied orbital energy	-8.26	eV

Structure (ORCA input):
```
! RIJCOSX wB97M-V def2-TZVPD def2/J DEFGRID3
* xyz 0 1
C -4.802 0.962 6.250
C -3.805 0.966 5.270
O -4.125 0.761 3.951
C -3.090 0.698 3.042
C -3.338 0.289 1.723
C -2.326 0.195 0.761
C -1.004 0.555 1.051
N -0.036 0.495 0.019
C 1.241 -0.026 0.186
O 1.674 -0.386 1.262
C 2.087 -0.283 -1.028
C 3.415 -0.777 -0.985
C 4.221 -0.913 -2.154
C 3.688 -0.548 -3.390
C 2.312 -0.144 -3.442
C 1.572 0.058 -2.305
O 0.316 0.622 -2.416
C -0.280 1.249 -1.248
C 0.363 2.648 -1.106
C -0.713 0.998 2.361
C -1.730 1.064 3.303
H -4.518 1.168 7.291
H -5.874 0.846 6.070
H -2.785 1.029 5.617
H -4.364 -0.018 1.497
H -2.643 -0.199 -0.217
H 3.865 -1.082 0.005
H 5.263 -1.229 -2.108
H 4.288 -0.684 -4.309
H 1.884 0.118 -4.398
H -1.358 1.346 -1.395
H 0.073 3.126 -0.164
H 0.091 3.332 -1.935
H 1.422 2.562 -1.098
H 0.297 1.253 2.645
H -1.437 1.441 4.280
*
```



Version ii
# C17H15NO3

A single C17H15NO3 molecule (wB97M-V/def2-TZVPD, OMol25).

Computed properties:
structure (SMILES)	COCCn1c(=O)c2ccccc2c2ccccc2c1=O
molecular weight	281.31	g/mol
highest occupied orbital energy	-9.18	eV

Structure (ORCA input):
```
! RIJCOSX wB97M-V def2-TZVPD def2/J DEFGRID3
* xyz 0 1
C 0.288 -0.673 -3.537
O -0.354 0.452 -4.092
C -0.503 1.541 -3.222
C -1.479 1.320 -2.053
N -0.854 0.704 -0.882
C -1.379 -0.501 -0.440
O -2.042 -1.195 -1.182
C -1.274 -0.809 1.007
C -2.461 -1.254 1.590
C -2.522 -1.555 2.935
C -1.383 -1.434 3.716
C -0.194 -1.032 3.141
C -0.117 -0.718 1.784
C 1.174 -0.337 1.208
C 2.337 -0.993 1.612
C 3.575 -0.604 1.140
C 3.680 0.475 0.276
C 2.538 1.136 -0.131
C 1.280 0.721 0.305
C 0.141 1.473 -0.278
O 0.162 2.675 -0.415
H 1.209 -0.387 -3.014
H 0.536 -1.323 -4.374
H -0.367 -1.215 -2.850
H -0.898 2.344 -3.849
H 0.475 1.855 -2.827
H -1.877 2.290 -1.744
H -2.290 0.666 -2.377
H -3.335 -1.351 0.964
H -3.452 -1.885 3.373
H -1.421 -1.658 4.771
H 0.692 -0.936 3.751
H 2.259 -1.831 2.288
H 4.461 -1.135 1.454
H 4.646 0.798 -0.079
H 2.601 1.981 -0.800
*
```



Computed energies relative to the best structure, in eV: version i 1.694; version ii 0.000



Version i
# C4H17N4Si2

An isolated ion of composition C4H17N4Si2 and charge +1 (wB97M-V/def2-TZVPD, OMol25).

Computed properties:
structure (SMILES)	[H]/N=[N+](/[Si@H](C)NC)[Si@@H](C)NC
molecular weight	177.38	g/mol
highest occupied orbital energy	-13.29	eV

Structure (ORCA input):
```
! RIJCOSX wB97M-V def2-TZVPD def2/J DEFGRID3
* xyz 1 1
H 1.245 -1.600 -1.335
N 0.205 -1.442 -1.203
N 0.086 -0.309 -0.769
Si -1.961 0.063 -0.461
C -2.093 1.668 0.307
N -2.366 -1.314 0.510
C -3.600 -1.429 1.336
Si 1.573 0.730 -0.233
C 1.310 0.935 1.635
N 2.904 -0.334 -0.547
C 3.738 -0.318 -1.853
H -2.234 0.130 -1.883
H -1.683 1.484 1.306
H -1.402 2.469 -0.167
H -3.191 1.932 0.312
H -2.089 -2.154 0.121
H -4.472 -1.753 0.701
H -3.347 -1.938 2.282
H -3.717 -0.343 1.665
H 1.791 1.802 -1.181
H 0.348 0.622 1.982
H 2.166 0.357 2.061
H 1.426 1.962 2.045
H 3.571 -0.343 0.236
H 4.645 0.284 -1.925
H 3.920 -1.277 -2.218
H 3.229 0.118 -2.724
*
```



Version ii
# C4H17N4Si2

An isolated ion of composition C4H17N4Si2 and charge +1 (wB97M-V/def2-TZVPD, OMol25).

Computed properties:
structure (SMILES)	[H]/N=[N+](/[Si@H](C)NC)[Si@@H](C)NC
molecular weight	177.38	g/mol
highest occupied orbital energy	-13.01	eV

Structure (ORCA input):
```
! RIJCOSX wB97M-V def2-TZVPD def2/J DEFGRID3
* xyz 1 1
H 1.982 -0.054 0.218
N 1.178 -0.118 0.882
N 0.099 -0.050 0.156
Si -1.444 -0.578 0.964
C -2.381 0.962 1.388
N -0.928 -1.224 2.451
C 0.033 -2.443 2.604
Si 0.128 0.696 -1.559
C -0.252 2.493 -1.120
N 1.754 0.438 -2.148
C 2.373 -0.594 -2.937
H -1.932 -1.438 -0.065
H -3.307 0.524 1.656
H -2.048 1.238 2.351
H -2.549 1.768 0.788
H -1.330 -0.881 3.328
H 0.967 -2.215 2.199
H 0.164 -2.505 3.627
H -0.424 -3.382 2.200
H -0.888 -0.217 -2.225
H 0.056 3.175 -1.993
H -1.326 2.573 -0.964
H 0.320 2.974 -0.339
H 2.242 1.317 -1.895
H 2.166 -0.340 -3.987
H 3.464 -0.619 -2.885
H 1.886 -1.501 -2.696
*
```



Computed energies relative to the best structure, in eV: version i 0.068; version ii 0.000